168
Properties=species:S:1:pos:R:3 method="wB97M-V/def2-TZVPD" mol_weight_g_mol=1928.5 total_energy_ev=-306051.8254 gap_ev=8.281
C -0.42 -1.40 5.33
C -0.82 -0.21 6.22
P -2.18 0.85 5.56
C -1.53 1.33 3.91
C -3.68 -0.29 5.43
I -3.65 -2.10 6.71
O -4.79 0.44 6.00
C -5.85 -0.43 5.81
O -6.79 -0.52 6.51
O -5.63 -1.12 4.65
C -4.39 -0.63 4.07
N -3.66 -1.70 3.43
C -2.64 -1.34 2.41
C -4.44 -2.78 2.91
C -3.81 -4.15 3.08
O -5.49 -2.67 2.33
P -5.05 0.83 3.05
O -4.73 0.69 1.63
O -6.62 0.87 3.29
O -4.54 2.17 3.72
H 0.06 -1.06 4.41
H -1.27 -2.01 5.03
H 0.30 -2.06 5.82
H 0.07 0.43 6.33
H -1.10 -0.60 7.20
H -1.00 2.28 4.05
H -0.83 0.63 3.46
H -2.30 1.53 3.15
H -1.67 -1.74 2.72
H -2.60 -0.30 2.16
H -2.87 -1.87 1.48
H -2.81 -4.06 3.51
H -3.65 -4.55 2.08
H -4.42 -4.80 3.69
H -7.02 0.55 2.47
H -4.57 2.89 3.07
C -8.77 3.68 -0.41
C -7.90 4.91 -0.22
O -6.74 4.43 0.48
S -6.43 2.92 0.02
O -5.43 2.96 -0.99
O -6.31 2.11 1.18
O -7.84 2.62 -0.69
H -9.30 3.42 0.51
H -9.47 3.79 -1.23
H -8.40 5.68 0.36
H -7.58 5.32 -1.18
C 1.83 4.72 2.14
C 2.76 4.18 1.07
O 3.27 2.96 1.63
S 2.15 2.28 2.55
O 1.48 1.29 1.80
O 2.73 2.01 3.82
O 1.19 3.55 2.68
H 2.39 5.20 2.94
H 1.10 5.41 1.74
H 3.58 4.86 0.84
H 2.23 3.94 0.15
C -1.12 -7.75 2.61
C -0.58 -7.95 1.21
O -0.36 -6.61 0.73
S 0.06 -5.66 1.94
O 1.48 -5.54 1.95
O -0.78 -4.52 1.93
O -0.38 -6.63 3.13
H -2.18 -7.48 2.60
H -0.98 -8.62 3.24
H -1.27 -8.48 0.56
H 0.38 -8.47 1.22
C 2.17 -3.80 -1.17
C 3.60 -3.60 -0.72
O 4.40 -4.20 -1.76
S 3.65 -4.02 -3.17
O 4.18 -2.87 -3.81
O 3.56 -5.28 -3.80
O 2.21 -3.61 -2.59
H 1.83 -4.82 -0.97
H 1.49 -3.09 -0.71
H 3.80 -4.07 0.24
H 3.85 -2.54 -0.67
C 6.29 1.83 5.33
C 5.40 0.62 5.48
O 6.31 -0.47 5.72
S 7.58 0.07 6.53
O 7.40 -0.20 7.91
O 8.75 -0.33 5.84
O 7.34 1.63 6.29
H 6.75 1.87 4.33
H 5.77 2.76 5.52
H 4.80 0.43 4.59
H 4.75 0.71 6.35
C 2.51 2.10 -5.01
C 3.57 1.73 -6.03
O 4.07 0.46 -5.60
S 2.88 -0.37 -4.90
O 2.32 -1.26 -5.84
O 3.33 -0.81 -3.63
O 1.86 0.86 -4.70
H 2.96 2.49 -4.10
H 1.80 2.82 -5.39
H 4.37 2.46 -6.08
H 3.13 1.61 -7.03
C 5.72 0.13 -1.55
C 7.11 -0.16 -2.05
O 7.94 0.80 -1.37
S 7.33 1.10 0.08
O 8.02 0.30 1.03
O 7.20 2.50 0.24
O 5.89 0.45 -0.16
H 5.28 1.00 -2.05
H 5.05 -0.72 -1.66
H 7.20 -0.04 -3.13
H 7.44 -1.15 -1.76
C -1.22 6.81 -6.02
C -2.05 5.56 -6.13
O -1.11 4.49 -5.91
S 0.01 4.97 -4.89
O -0.30 4.52 -3.58
O 1.28 4.70 -5.48
O -0.28 6.54 -4.97
H -0.65 6.98 -6.94
H -1.81 7.69 -5.79
H -2.54 5.45 -7.09
H -2.81 5.51 -5.34
C -8.47 -6.01 1.90
C -7.16 -5.46 2.41
O -6.74 -6.40 3.41
S -7.23 -7.86 3.01
O -6.16 -8.55 2.37
O -7.92 -8.42 4.11
O -8.28 -7.43 1.88
H -9.29 -5.78 2.59
H -8.72 -5.65 0.91
H -7.25 -4.46 2.83
H -6.40 -5.44 1.62
C 9.93 -2.00 2.93
C 10.72 -0.74 3.21
O 11.89 -1.20 3.90
S 12.29 -2.66 3.36
O 13.31 -2.52 2.38
O 12.44 -3.52 4.47
O 10.91 -2.99 2.61
H 9.39 -2.33 3.82
H 9.23 -1.88 2.11
H 10.17 -0.03 3.82
H 11.03 -0.26 2.28
C 1.46 5.90 -9.51
C 0.74 4.76 -10.19
O -0.59 5.25 -10.41
S -0.54 6.83 -10.68
O -0.57 7.06 -12.07
O -1.44 7.46 -9.79
O 0.96 7.08 -10.16
H 1.21 5.95 -8.45
H 2.54 5.84 -9.63
H 0.72 3.86 -9.59
H 1.18 4.53 -11.17
C -6.75 0.30 -3.94
C -5.34 0.48 -3.44
O -4.52 -0.15 -4.44
S -5.20 0.04 -5.87
O -4.61 1.15 -6.53
O -5.30 -1.23 -6.49
O -6.65 0.49 -5.36
H -7.13 -0.70 -3.75
H -7.44 1.03 -3.51
H -5.18 0.01 -2.47
H -5.06 1.53 -3.38